Record 1
C2H5N3S3 | the ωB97M-V functional and the def2-TZVPD basis

Geometry as ORCA input:
```
! RIJCOSX wB97M-V def2-TZVPD def2/J DEFGRID3
* xyz 0 1
C 0.218 -1.059 -0.276
C -0.580 1.197 -0.244
H 1.121 -2.828 0.013
H 1.613 -1.726 1.292
H 2.093 1.324 0.330
H -2.042 0.010 -0.516
H -2.627 1.592 -0.331
N 1.203 -1.699 0.238
N 0.210 0.224 0.227
N -1.863 0.918 -0.072
S -0.799 -1.569 -1.691
S 1.498 0.754 1.301
S -0.045 2.861 -0.272
*
```

The total energy is -39128.6423 eV. The value obtained for the HOMO energy is -8.323 eV. The SMILES is NC(=S)N(S)C(N)=S. The calculation puts the relative energy (zero: lowest compared OMol25 entry of this formula, charge and spin) at 58.1 kcal/mol. For the lowest unoccupied orbital energy, the calculation gives -0.479 eV.



Record 2
C2H5N3S3 | the ωB97M-V functional and the def2-TZVPD basis

Geometry as ORCA input:
```
! RIJCOSX wB97M-V def2-TZVPD def2/J DEFGRID3
* xyz 0 1
C 1.686 0.054 -0.046
C -1.008 -0.378 -0.137
H -0.459 2.053 0.117
H 0.474 1.846 1.473
H 2.150 1.935 -0.594
H -0.824 -0.064 -1.161
H -4.378 -0.132 0.525
N 0.461 2.133 0.504
N 1.389 1.377 -0.216
N -2.131 -0.450 0.440
S 3.127 -0.588 -0.488
S 0.432 -0.955 0.717
S -3.500 -0.026 -0.502
*
```

The total energy is -39129.1598 eV. The value obtained for the HOMO energy is -8.700 eV. The SMILES is NNC(=S)S/C=N/S. The calculation puts the relative energy (zero: lowest compared OMol25 entry of this formula, charge and spin) at 46.1 kcal/mol. For the lowest unoccupied orbital energy, the calculation gives -0.016 eV.



> Look up the lowest unoccupied orbital energy of the second one.

-0.016 eV



> Which of these has the lowest HOMO?

number 2



> What is the formula in the second record?

C2H5N3S3



> What is the HOMO in the second record?

-8.700 eV